(1)
ORCA calculation (wB97M-V/def2-TZVPD) on a single C2H3N3S molecule in a non-equilibrium geometry.

Geometry as XYZ:
```
9
Properties=species:S:1:pos:R:3:mulliken_charge:R:1
C 0.5912 -0.0058 -0.0357 0.468
C -0.2391 1.1292 -0.0063 -0.219
H 2.4180 -1.2061 0.3288 0.157
H 0.0039 2.1541 0.0038 0.442
H -2.1603 -1.1234 -0.1475 0.218
N -1.4884 0.6926 -0.0205 -0.527
N -1.3499 -0.6105 -0.0288 0.335
N -0.0962 -1.1125 -0.0378 -0.603
S 2.3206 0.0826 -0.0560 -0.272
```

Values from the calculation:
Frontier orbital gap: 9.9 eV
ΔE to the lowest compared entry with this formula, charge and spin: 0.7808 eV
Max |F|: 2.173 eV/Å
DFT total energy: -640.43103 hartree

(2)
ORCA calculation (wB97M-V/def2-TZVPD) on a single C2H3N3S molecule in a non-equilibrium geometry.

Geometry as XYZ:
```
9
Properties=species:S:1:pos:R:3:mulliken_charge:R:1
C -0.6752 -0.2017 -0.1941 -0.242
C 1.6607 0.0248 -0.0372 0.247
N -0.6966 1.1082 -0.1797 -0.334
N 0.6928 -0.8204 -0.1746 -0.095
N 0.4263 1.6498 0.0209 -0.212
S 3.2662 0.0905 -0.0098 -0.295
H -1.6449 -0.6636 -0.2126 0.414
H 0.9256 -1.8722 -0.0836 0.305
H 0.5947 2.5933 0.3630 0.212
```

Values from the calculation:
Frontier orbital gap: 8.3 eV
ΔE to the lowest compared entry with this formula, charge and spin: 3.0606 eV
Max |F|: 4.888 eV/Å
DFT total energy: -640.34724 hartree

(3)
ORCA calculation (wB97M-V/def2-TZVPD) on a gas-phase ion, C2H3N4 (charge -1) in a non-equilibrium geometry.

Geometry as XYZ:
```
9
Properties=species:S:1:pos:R:3:mulliken_charge:R:1
C -0.0021 0.2216 0.0688 0.647
C 0.9259 -0.4693 -0.8660 -0.774
N -1.3809 0.0214 -0.1347 -0.385
N 0.2120 0.6623 1.2663 -0.451
N -1.9469 0.5252 0.9385 -0.356
N -1.0107 0.9453 1.7975 -0.401
H 0.6479 -1.4770 -0.6532 0.166
H 0.6335 -0.2587 -1.8885 0.246
H 1.9213 -0.1709 -0.5287 0.308
```

Values from the calculation:
Frontier orbital gap: 8.5 eV
ΔE to the lowest compared entry with this formula, charge and spin: 0.2110 eV
Max |F|: 3.931 eV/Å
Charge: -1
DFT total energy: -297.04434 hartree

(4)
ORCA calculation (wB97M-V/def2-TZVPD) on 2 unconnected molecules or ions with the total composition C2H3N4 in a non-equilibrium geometry.

Geometry as XYZ:
```
9
Properties=species:S:1:pos:R:3:mulliken_charge:R:1
C 1.1059 0.2290 -0.5261 0.154
C -0.2544 0.7580 0.0579 0.176
N 1.1753 -0.4859 0.7385 -0.103
N 0.5873 -1.0516 -0.3085 -0.087
N -0.0081 0.0373 1.2670 -0.129
N -0.6874 -0.5856 0.1720 -0.037
H 1.8856 0.4623 -1.3109 0.397
H -0.9523 1.5476 -0.0969 0.429
H -2.8519 -0.9110 0.0070 0.200
```

Values from the calculation:
Frontier orbital gap (spin up / spin down): 11.6 / 5.4 eV
ΔE to the lowest compared entry with this formula, charge and spin: 9.7182 eV
Max |F|: 6.547 eV/Å
Charge: +1
DFT total energy: -296.26823 hartree

(5)
ORCA calculation (wB97M-V/def2-TZVPD) on 2 unconnected molecules or ions with the total composition C2H3N4O in a non-equilibrium geometry.

Geometry as XYZ:
```
10
Properties=species:S:1:pos:R:3:mulliken_charge:R:1
C 0.2579 0.8971 -1.0154 0.634
C 0.0692 -0.2062 -0.1749 -0.948
N 0.4061 1.6325 -1.9357 0.377
N -0.7798 3.5016 1.1048 0.112
N -0.7819 4.4952 1.5658 -0.111
N 1.2193 2.4221 -2.7151 0.046
O 0.7874 3.3205 -3.3031 -0.128
H -0.9663 -0.4084 0.1102 0.335
H 0.4853 -0.1285 0.9649 0.352
H 0.5409 -1.1108 -0.6761 0.331
```

Values from the calculation:
Frontier orbital gap: 9.2 eV
ΔE to the lowest compared entry with this formula, charge and spin: 3.8995 eV
Max |F|: 6.641 eV/Å
Charge: +1
DFT total energy: -371.86078 hartree

(6)
ORCA calculation (wB97M-V/def2-TZVPD) on 2 unconnected molecules or ions with the total composition C2H3N4S2 in a non-equilibrium geometry.

Geometry as XYZ:
```
11
Properties=species:S:1:pos:R:3:mulliken_charge:R:1
C 2.5236 -0.7425 -0.1355 -0.056
C -1.3904 -0.0127 0.6581 -0.277
N 2.8542 1.1555 0.7662 -0.302
N 1.9552 0.4447 0.2327 0.383
N 3.7858 -0.6849 0.2139 -0.402
N 4.0028 0.5758 0.8064 -0.345
S -0.8662 1.1798 -0.4106 -0.558
S -3.1367 -0.0184 0.8834 -0.109
H 1.9067 -1.5879 -0.5233 0.375
H 0.9334 0.8428 0.1076 0.234
H -3.4322 0.8936 0.1325 0.056
```

Values from the calculation:
Frontier orbital gap: 6.9 eV
ΔE to the lowest compared entry with this formula, charge and spin: 2.2449 eV
Max |F|: 4.847 eV/Å
Charge: -1
DFT total energy: -1093.36221 hartree